C7H12CuFN5OS2 | the ωB97M-V functional and the def2-TZVPD basis

Calculated values
HOMO-LUMO gap, eV: 7.0
DFT total energy, eV: -85983.014
Charge: -1
ΔE to the lowest compared entry with this formula, charge and spin, kJ/mol: 144.7
LUMO, Eh: 0.1028
Multiplicity: 1

Last column: Mulliken charge in e.
Element x y z (Å)
Cu 0.538 -1.061 -0.142  0.11
F -0.152 -1.602 1.477  -0.83
C 2.711 1.147 0.960  -0.58
N 2.751 -0.212 1.445  0.25
C 2.829 -0.605 2.772  -0.09
C 2.733 -1.943 2.811  -0.62
N 2.630 -2.381 1.504  -0.03
C 2.520 -1.310 0.659  0.20
S 2.610 -1.366 -1.040  -0.39
H 2.660 1.818 1.816  0.31
H 1.836 1.293 0.328  0.16
H 3.602 1.362 0.367  0.28
H 2.935 0.109 3.568  0.38
H 2.747 -2.622 3.642  0.40
H 2.312 -3.292 1.229  0.25
C -3.441 1.299 -1.699  -0.85
N -2.159 0.659 -1.490  0.34
C -1.033 1.315 -1.263  0.65
N -1.095 2.703 -1.298  -0.50
O 0.069 0.788 -1.004  -0.60
H -4.200 0.522 -1.726  0.13
H -3.466 1.853 -2.645  0.28
H -3.676 1.985 -0.882  0.36
H -2.157 -0.392 -1.537  -0.16
H -1.760 3.115 -1.932  0.20
H -0.186 3.131 -1.295  0.25
S -2.686 -2.374 -2.062  -0.60
C -4.198 -2.086 -1.475  0.38
N -5.274 -1.854 -1.089  -0.65



C7H12F3NO3S | the ωB97M-V functional and the def2-TZVPD basis

Calculated values
HOMO-LUMO gap (alpha / beta), eV: 7.7 / 8.0
DFT total energy, eV: -34067.102
ΔE to the lowest compared entry with this formula, charge and spin, kJ/mol: 63.6
LUMO (alpha / beta), Eh: -0.0679 / -0.0742
Multiplicity: 1

Last column: Mulliken charge in e.
Element x y z (Å)
C 2.772 0.030 0.459  -0.68
C 1.849 -0.910 1.376  -0.94
C 1.917 1.001 -0.220  -0.61
C 0.869 -1.693 0.440  -0.52
C 0.980 0.275 -1.205  -1.12
C 0.067 -0.661 -0.275  0.38
C -2.802 1.991 -0.496  0.45
N -3.714 1.154 0.246  -0.09
O -2.175 -1.746 0.970  -0.48
O -3.149 -2.153 -1.316  -0.53
O -0.893 -0.991 -1.186  -0.42
F -1.709 2.472 0.112  -0.21
F -2.322 1.347 -1.563  -0.18
F -3.626 1.318 1.643  -0.14
S -2.390 -1.380 -0.436  0.92
H 3.518 0.531 1.105  0.31
H 3.251 -0.684 -0.170  0.36
H 2.475 -1.661 1.974  0.36
H 1.293 -0.390 2.099  0.48
H 1.408 1.640 0.486  0.34
H 2.303 1.843 -0.890  0.28
H 1.415 -2.498 -0.128  0.31
H 0.233 -2.160 1.172  0.33
H 0.430 0.775 -1.917  0.59
H 1.622 -0.452 -1.817  0.32
H -0.144 0.139 0.451  0.32
H -3.478 2.861 -0.914  0.18



C7H12HoO3 | the ωB97M-V functional and the def2-TZVPD basis

Calculated values
HOMO-LUMO gap (alpha / beta), eV: 6.9 / 6.9
DFT total energy, eV: -39373.040
Charge: +2
ΔE to the lowest compared entry with this formula, charge and spin, kJ/mol: 0.0
LUMO (alpha / beta), Eh: -0.2809 / -0.3263
Multiplicity: 6

Last column: Mulliken charge in e.
Element x y z (Å)
C 0.888 0.517 2.957  -0.25
C 0.796 -0.510 2.066  -0.31
H 0.199 1.363 2.907  0.26
H 1.577 0.459 3.802  0.29
H 0.022 -0.510 1.295  0.27
H 1.404 -1.409 2.186  0.29
H 1.679 0.580 1.767  0.31
O -1.910 5.785 -1.806  -0.64
C -1.451 4.620 -1.651  1.15
O -2.133 3.604 -1.952  -0.67
O -0.225 4.509 -1.158  -0.19
C 0.311 3.197 -0.965  -0.54
C 1.747 3.350 -0.493  -0.36
C 2.466 2.045 -0.395  0.21
C 3.191 1.632 0.665  -1.38
Ho -4.257 5.138 -2.754  1.14
H 0.266 2.643 -1.912  0.36
H -0.300 2.665 -0.223  0.27
H 1.792 3.894 0.461  0.33
H 2.294 3.951 -1.241  0.30
H 2.343 1.358 -1.241  0.36
H 3.844 0.761 0.573  0.42
H 3.461 2.336 1.457  0.40



C7H12N | the ωB97M-V functional and the def2-TZVPD basis

Calculated values
HOMO-LUMO gap, eV: 9.7
DFT total energy, eV: -8933.365
Charge: +1
ΔE to the lowest compared entry with this formula, charge and spin, kJ/mol: 350.9
LUMO, Eh: -0.1283
Multiplicity: 1

Last column: Mulliken charge in e.
Element x y z (Å)
C -1.713 -1.336 0.804  -0.84
C -1.921 -0.113 0.327  -0.07
C -0.904 0.812 -0.188  0.52
C -1.027 2.045 -0.640  -1.01
C 0.652 0.054 -0.202  -0.11
N 0.660 -1.010 -1.304  -0.17
C 1.299 -0.263 1.141  -0.52
C 1.978 0.735 0.265  -0.52
H -2.580 -1.689 1.200  0.38
H -0.703 -1.754 0.802  0.17
H -3.056 0.216 0.350  0.23
H -0.135 2.574 -1.027  0.27
H -1.933 2.560 -0.486  0.35
H 1.203 -0.586 -2.116  0.39
H -0.370 -1.211 -1.487  0.48
H 1.203 -1.914 -1.052  0.40
H 1.586 -1.372 1.381  0.27
H 0.697 0.001 1.997  0.27
H 2.082 1.844 0.518  0.30
H 2.982 0.407 -0.284  0.23